The following is a quantum chemistry calculation of the molecule C23H31N3O4S, from the OMol25 dataset.

Calculated values
E_LUMO = 0.468 eV
Relative energy (zero: lowest compared OMol25 entry of this formula, charge and spin) = 185.6 kJ/mol
Gap between HOMO and LUMO = 8.63 eV
Electronic energy = -47849.952 eV
SMILES = CCN(CC)CCNC(=O)[C@H]1c2cc(OC)c(OC)cc2C(=O)N(C)[C@@H]1c1cccs1
Total charge = 0

Each atom is followed by the atoms it is bonded to, with distances in Å.
CARTESIAN COORDINATES (ANGSTROEM)
1 C 4.09 0.06 1.63  C2 1.532, H32 1.087, H33 1.087, H34 1.087
2 C 2.84 -0.08 0.75  C1 1.532, N3 1.449, H35 1.095, H36 1.095
3 N 2.60 0.94 -0.24  C2 1.449, C4 1.453, C6 1.452
4 C 3.49 0.94 -1.39  N3 1.453, C5 1.533, H37 1.097, H38 1.093
5 C 4.76 1.80 -1.31  C4 1.533, H39 1.087, H40 1.087, H41 1.086
6 C 2.25 2.25 0.29  N3 1.452, C7 1.535, H42 1.092, H43 1.098
7 C 1.30 2.96 -0.67  C6 1.535, N8 1.444, H44 1.091, H45 1.094
8 N 0.22 2.05 -0.99  C7 1.444, C9 1.343, H46 1.013
9 C -1.07 2.29 -0.69  N8 1.343, O10 1.212, C11 1.547
10 O -1.51 3.38 -0.40  C9 1.212
11 C -1.96 1.03 -0.81  C9 1.547, C12 1.496, C26 1.536, H47 1.095
12 C -1.26 -0.17 -0.26  C11 1.496, C13 1.386, C21 1.390
13 C -0.53 -1.05 -1.05  C12 1.386, C14 1.391, H48 1.079
14 C 0.15 -2.13 -0.51  C13 1.391, O15 1.371, C17 1.410
15 O 0.90 -2.99 -1.28  C14 1.371, C16 1.406
16 C 1.04 -2.72 -2.66  O15 1.406, H49 1.095, H50 1.095, H51 1.089
17 C 0.10 -2.35 0.88  C14 1.410, O18 1.360, C20 1.390
18 O 0.69 -3.35 1.58  C17 1.360, C19 1.409
19 C 1.56 -4.28 0.98  O18 1.409, H52 1.090, H53 1.092, H54 1.092
20 C -0.64 -1.47 1.66  C17 1.390, C21 1.385, H55 1.079
21 C -1.31 -0.38 1.11  C12 1.390, C20 1.385, C22 1.487
22 C -2.03 0.56 2.01  C21 1.487, O23 1.220, N24 1.355
23 O -1.81 0.61 3.21  C22 1.220
24 N -2.93 1.37 1.40  C22 1.355, C25 1.442, C26 1.446
25 C -3.67 2.34 2.17  N24 1.442, H56 1.092, H57 1.092, H58 1.088
26 C -3.25 1.26 -0.01  C11 1.536, N24 1.446, C27 1.500, H59 1.097
27 C -4.23 0.16 -0.26  C26 1.500, C28 1.359, S31 1.734
28 C -4.64 -0.83 0.59  C27 1.359, C29 1.415, H60 1.075
29 C -5.56 -1.72 -0.01  C28 1.415, C30 1.354, H61 1.075
30 C -5.84 -1.40 -1.30  C29 1.354, S31 1.721, H62 1.072
31 S -4.97 -0.01 -1.81  C27 1.734, C30 1.721
32 H 4.11 1.04 2.10  C1 1.087
33 H 4.07 -0.69 2.41  C1 1.087
34 H 4.99 -0.07 1.04  C1 1.087
35 H 1.95 -0.11 1.40  C2 1.095
36 H 2.88 -1.04 0.23  C2 1.095
37 H 2.91 1.27 -2.26  C4 1.097
38 H 3.78 -0.10 -1.57  C4 1.093
39 H 5.38 1.60 -2.18  C5 1.087
40 H 4.51 2.86 -1.31  C5 1.087
41 H 5.33 1.58 -0.42  C5 1.086
42 H 1.73 2.09 1.23  C6 1.092
43 H 3.12 2.89 0.49  C6 1.098
44 H 0.87 3.85 -0.21  C7 1.091
45 H 1.81 3.26 -1.59  C7 1.094
46 H 0.53 1.10 -1.08  N8 1.013
47 H -2.21 0.90 -1.87  C11 1.095
48 H -0.51 -0.88 -2.12  C13 1.079
49 H 1.49 -1.74 -2.83  C16 1.095
50 H 0.08 -2.78 -3.18  C16 1.095
51 H 1.70 -3.50 -3.03  C16 1.089
52 H 1.90 -4.92 1.79  C19 1.090
53 H 1.05 -4.88 0.22  C19 1.092
54 H 2.43 -3.78 0.53  C19 1.092
55 H -0.67 -1.62 2.73  C20 1.079
56 H -3.46 3.34 1.79  C25 1.092
57 H -4.74 2.14 2.11  C25 1.092
58 H -3.34 2.26 3.20  C25 1.088
59 H -3.67 2.22 -0.32  C26 1.097
60 H -4.30 -0.92 1.61  C28 1.075
61 H -6.00 -2.55 0.51  C29 1.075
62 H -6.49 -1.90 -1.99  C30 1.072

Atomic partial charges in e from the Mulliken method, atoms 1 to 4: atom 1 (C): -1.547, atom 2 (C): -0.328, atom 3 (N): 1.030, atom 4 (C): -0.793


The following is a quantum chemistry calculation of the molecule C23H31N3S at a distorted geometry, from the OMol25 dataset.

Calculated values
E_LUMO = 0.421 eV
Relative energy (zero: lowest compared OMol25 entry of this formula, charge and spin) = 1751.9 kJ/mol
Gap between HOMO and LUMO = 8.09 eV
Electronic energy = -39642.669 eV
SMILES = CC[C@@H](C)c1ccc(NC(=S)NC2CCN(Cc3ccccc3)CC2)cc1
Total charge = 0

Each atom is followed by the atoms it is bonded to, with distances in Å.
CARTESIAN COORDINATES (ANGSTROEM)
1 C 6.77 2.47 0.33  C2 1.608, H28 1.049, H29 0.915, H30 1.196
2 C 7.69 1.22 -0.08  C1 1.608, C3 1.791, H31 1.023, H32 1.008
3 C 6.88 0.16 -1.28  C2 1.791, C4 1.339, C5 1.629, H33 0.955
4 C 7.78 -0.80 -1.55  C3 1.339, H34 1.086, H35 1.055, H36 1.287
5 C 5.46 -0.24 -0.59  C3 1.629, C6 1.356, C27 1.221
6 C 4.26 0.04 -1.17  C5 1.356, C7 1.215, H37 1.287
7 C 3.09 -0.26 -1.03  C6 1.215, C8 1.416, H38 1.047
8 C 2.95 -1.02 0.16  C7 1.416, N9 1.364, C26 1.532
9 N 1.81 -1.44 0.76  C8 1.364, C10 1.370, H39 1.231
10 C 0.53 -1.00 0.55  N9 1.370, S11 1.703, N12 1.284
11 S -0.64 -2.06 1.20  C10 1.703
12 N 0.37 0.27 0.42  C10 1.284, C13 1.421, H40 1.057
13 C -0.81 1.05 0.29  N12 1.421, C14 1.373, C25 1.470, H41 1.192
14 C -1.34 1.39 1.51  C13 1.373, C15 1.611, H42 0.975, H43 1.190
15 C -2.76 2.15 1.53  C14 1.611, N16 1.619, H44 1.253, H45 1.035
16 N -3.71 1.53 0.38  C15 1.619, C17 1.307, C24 1.189
17 C -4.30 0.50 0.92  N16 1.307, C18 1.579, H46 1.062, H47 1.239
18 C -5.57 -0.06 0.17  C17 1.579, C19 1.397, C23 1.331
19 C -5.61 -1.36 -0.36  C18 1.397, C20 1.452, H48 0.975
20 C -6.70 -1.53 -1.30  C19 1.452, C21 1.345, H49 1.108
21 C -7.67 -0.70 -1.72  C20 1.345, C22 1.509, H50 1.058
22 C -7.45 0.66 -1.10  C21 1.509, C23 1.286, H51 1.190
23 C -6.44 0.81 -0.32  C18 1.331, C22 1.286, H52 1.144
24 C -3.16 1.47 -0.67  N16 1.189, C25 1.620, H53 1.123, H54 0.970
25 C -1.78 0.63 -0.74  C13 1.470, C24 1.620, H55 0.965, H56 0.994
26 C 4.21 -1.43 0.93  C8 1.532, C27 1.387, H57 1.088
27 C 5.34 -0.75 0.52  C5 1.221, C26 1.387, H58 1.018
28 H 6.61 3.16 -0.45  C1 1.049
29 H 7.21 3.03 0.91  C1 0.915
30 H 5.67 2.20 0.70  C1 1.196
31 H 7.85 0.74 0.82  C2 1.023
32 H 8.58 1.49 -0.48  C2 1.008
33 H 6.81 0.87 -1.91  C3 0.955
34 H 8.71 -0.45 -1.97  C4 1.086
35 H 7.45 -1.41 -2.34  C4 1.055
36 H 8.05 -1.54 -0.53  C4 1.287
37 H 4.29 0.82 -2.19  C6 1.287
38 H 2.27 0.03 -1.61  C7 1.047
39 H 1.95 -2.57 1.25  N9 1.231
40 H 1.35 0.65 0.28  N12 1.057
41 H -0.30 2.02 -0.17  C13 1.192
42 H -0.81 1.65 2.29  C14 0.975
43 H -1.79 0.37 1.92  C14 1.190
44 H -3.37 2.29 2.62  C15 1.253
45 H -2.57 3.06 1.08  C15 1.035
46 H -3.78 -0.40 1.15  C17 1.062
47 H -4.65 0.49 2.11  C17 1.239
48 H -4.94 -2.03 -0.14  C19 0.975
49 H -6.82 -2.63 -1.35  C20 1.108
50 H -8.44 -0.91 -2.41  C21 1.058
51 H -8.16 1.59 -1.35  C22 1.190
52 H -6.33 1.88 0.08  C23 1.144
53 H -3.69 0.95 -1.52  C24 1.123
54 H -2.79 2.19 -1.20  C24 0.970
55 H -1.38 0.53 -1.61  C25 0.965
56 H -2.02 -0.33 -0.74  C25 0.994
57 H 4.12 -2.18 1.71  C26 1.088
58 H 6.18 -1.13 0.95  C27 1.018

Atomic partial charges in e from the Mulliken method, atoms 1 to 4: atom 1 (C): -1.359, atom 2 (C): -1.042, atom 3 (C): -0.557, atom 4 (C): -1.424


The following is a quantum chemistry calculation of the molecule C23H31N5O2S, from the OMol25 dataset.

Calculated values
E_LUMO = -0.185 eV
Relative energy (zero: lowest compared OMol25 entry of this formula, charge and spin) = 39.5 kJ/mol
Gap between HOMO and LUMO = 7.44 eV
Electronic energy = -46735.952 eV
SMILES = CC[C@H](C(=O)NCCCN1CCN(C)CC1)n1nc(C)c2sc3ccccc3c2c1=O
Total charge = 0

Each atom is followed by the atoms it is bonded to, with distances in Å.
CARTESIAN COORDINATES (ANGSTROEM)
1 C 1.64 3.30 -2.54  C2 1.522, H32 1.088, H33 1.088, H34 1.087
2 C 0.69 2.83 -1.46  C1 1.522, C3 1.524, H35 1.091, H36 1.089
3 C 0.93 1.37 -1.08  C2 1.524, C4 1.548, N17 1.460, H37 1.097
4 C -0.16 0.87 -0.10  C3 1.548, O5 1.212, N6 1.342
5 O -0.94 1.63 0.45  C4 1.212
6 N -0.14 -0.46 0.07  C4 1.342, C7 1.444, H38 1.015
7 C -1.10 -1.16 0.89  N6 1.444, C8 1.531, H39 1.096, H40 1.090
8 C -2.03 -2.03 0.04  C7 1.531, C9 1.545, H41 1.091, H42 1.092
9 C -2.87 -1.22 -0.98  C8 1.545, N10 1.443, H43 1.095, H44 1.094
10 N -4.15 -0.72 -0.55  C9 1.443, C11 1.448, C16 1.450
11 C -5.16 -1.72 -0.28  N10 1.448, C12 1.536, H45 1.093, H46 1.106
12 C -6.53 -1.02 -0.22  C11 1.536, N13 1.450, H47 1.092, H48 1.094
13 N -6.60 0.04 0.76  C12 1.450, C14 1.447, C15 1.452
14 C -6.73 -0.41 2.13  N13 1.447, H49 1.090, H50 1.090, H51 1.099
15 C -5.50 0.97 0.55  N13 1.452, C16 1.534, H52 1.091, H53 1.094
16 C -4.13 0.28 0.50  N10 1.450, C15 1.534, H54 1.091, H55 1.105
17 N 2.24 1.18 -0.47  C3 1.460, N18 1.322, C30 1.387
18 N 2.72 2.20 0.22  N17 1.322, C19 1.296
19 C 3.88 2.16 0.78  N18 1.296, C20 1.490, C21 1.417
20 C 4.35 3.35 1.54  C19 1.490, H56 1.089, H57 1.085, H58 1.089
21 C 4.67 0.99 0.65  C19 1.417, S22 1.739, C29 1.385
22 S 6.27 0.72 1.30  C21 1.739, C23 1.749
23 C 6.29 -0.89 0.61  S22 1.749, C24 1.385, C28 1.407
24 C 7.33 -1.80 0.70  C23 1.385, C25 1.381, H59 1.079
25 C 7.18 -3.03 0.09  C24 1.381, C26 1.394, H60 1.080
26 C 6.01 -3.35 -0.60  C25 1.394, C27 1.378, H61 1.079
27 C 4.98 -2.44 -0.69  C26 1.378, C28 1.394, H62 1.078
28 C 5.11 -1.19 -0.09  C23 1.407, C27 1.394, C29 1.431
29 C 4.19 -0.10 -0.05  C21 1.385, C28 1.431, C30 1.440
30 C 2.87 -0.05 -0.64  N17 1.387, C29 1.440, O31 1.228
31 O 2.31 -0.96 -1.23  C30 1.228
32 H 1.56 2.68 -3.43  C1 1.088
33 H 2.67 3.28 -2.19  C1 1.088
34 H 1.41 4.33 -2.82  C1 1.087
35 H -0.35 2.90 -1.81  C2 1.091
36 H 0.78 3.44 -0.57  C2 1.089
37 H 0.91 0.73 -1.96  C3 1.097
38 H 0.52 -1.01 -0.46  N6 1.015
39 H -0.56 -1.79 1.60  C7 1.096
40 H -1.66 -0.40 1.44  C7 1.090
41 H -2.70 -2.59 0.70  C8 1.091
42 H -1.42 -2.75 -0.51  C8 1.092
43 H -3.07 -1.86 -1.85  C9 1.095
44 H -2.29 -0.37 -1.32  C9 1.094
45 H -5.16 -2.45 -1.09  C11 1.093
46 H -4.98 -2.26 0.67  C11 1.106
47 H -7.32 -1.75 0.00  C12 1.092
48 H -6.73 -0.58 -1.20  C12 1.094
49 H -7.63 -1.03 2.20  C14 1.090
50 H -6.86 0.46 2.77  C14 1.090
51 H -5.88 -1.00 2.50  C14 1.099
52 H -5.52 1.73 1.33  C15 1.091
53 H -5.67 1.45 -0.42  C15 1.094
54 H -3.35 1.01 0.29  C16 1.091
55 H -3.92 -0.17 1.49  C16 1.105
56 H 4.57 3.07 2.57  C20 1.089
57 H 3.59 4.12 1.53  C20 1.085
58 H 5.27 3.74 1.10  C20 1.089
59 H 8.24 -1.55 1.24  C24 1.079
60 H 7.98 -3.75 0.15  C25 1.080
61 H 5.92 -4.31 -1.06  C26 1.079
62 H 4.07 -2.67 -1.22  C27 1.078

Atomic partial charges in e from the Mulliken method, atoms 1 to 4: atom 1 (C): -1.313, atom 2 (C): -0.774, atom 3 (C): -0.294, atom 4 (C): 0.166


The following is a quantum chemistry calculation of the molecule C23H31N7O3S2 at a distorted geometry, from the OMol25 dataset.

Calculated values
E_LUMO = 0.088 eV
Relative energy (zero: lowest compared OMol25 entry of this formula, charge and spin) = 3.2 kJ/mol
Gap between HOMO and LUMO = 8.40 eV
Electronic energy = -62600.135 eV
SMILES = CCCCn1c(N)c(N(CCC(C)C)C(=O)CSc2nnc(Nc3ccccc3)s2)c(=O)[nH]c1=O
Total charge = 0

Each atom is followed by the atoms it is bonded to, with distances in Å.
CARTESIAN COORDINATES (ANGSTROEM)
1 C -3.16 -4.36 1.48  C2 1.523, H36 1.088, H37 1.087, H38 1.087
2 C -2.18 -3.84 0.44  C1 1.523, C3 1.526, H39 1.092, H40 1.092
3 C -0.97 -3.18 1.09  C2 1.526, C4 1.529, H41 1.092, H42 1.091
4 C 0.03 -2.71 0.03  C3 1.529, N5 1.455, H43 1.092, H44 1.093
5 N 1.14 -1.97 0.62  C4 1.455, C6 1.370, C34 1.390
6 C 0.98 -0.68 1.04  N5 1.370, N7 1.358, C8 1.378
7 N -0.26 -0.13 1.00  C6 1.358, H45 1.009, H46 1.010
8 C 2.05 0.02 1.56  C6 1.378, N9 1.423, C31 1.435
9 N 1.89 1.38 1.95  C8 1.423, C10 1.458, C15 1.355
10 C 1.75 1.64 3.38  N9 1.458, C11 1.527, H47 1.095, H48 1.090
11 C 0.41 1.15 3.94  C10 1.527, C12 1.533, H49 1.093, H50 1.092
12 C 0.34 1.26 5.46  C11 1.533, C13 1.526, C14 1.528, H51 1.096
13 C 0.38 2.71 5.93  C12 1.526, H52 1.088, H53 1.088, H54 1.086
14 C -0.94 0.58 5.96  C12 1.528, H55 1.088, H56 1.088, H57 1.087
15 C 2.08 2.42 1.11  N9 1.355, O16 1.212, C17 1.525
16 O 1.87 3.57 1.43  C15 1.212
17 C 2.60 2.07 -0.28  C15 1.525, S18 1.818, H58 1.086, H59 1.091
18 S 1.84 3.12 -1.55  C17 1.818, C19 1.725
19 C 0.50 2.13 -1.98  S18 1.725, N20 1.286, S30 1.763
20 N 0.23 0.97 -1.49  C19 1.286, N21 1.337
21 N -0.86 0.40 -1.99  N20 1.337, C22 1.292
22 C -1.45 1.10 -2.90  N21 1.292, N23 1.347, S30 1.781
23 N -2.57 0.79 -3.59  C22 1.347, C24 1.394, H60 1.010
24 C -3.26 -0.42 -3.63  N23 1.394, C25 1.394, C29 1.391
25 C -4.46 -0.45 -4.34  C24 1.394, C26 1.381, H61 1.081
26 C -5.18 -1.63 -4.42  C25 1.381, C27 1.385, H62 1.079
27 C -4.72 -2.78 -3.80  C26 1.385, C28 1.384, H63 1.079
28 C -3.52 -2.74 -3.10  C27 1.384, C29 1.383, H64 1.080
29 C -2.80 -1.57 -3.01  C24 1.391, C28 1.383, H65 1.077
30 S -0.64 2.66 -3.21  C19 1.763, C22 1.781
31 C 3.35 -0.59 1.71  C8 1.435, O32 1.214, N33 1.398
32 O 4.35 -0.06 2.14  C31 1.214
33 N 3.36 -1.92 1.30  C31 1.398, C34 1.366, H66 1.014
34 C 2.35 -2.65 0.75  N5 1.390, N33 1.366, O35 1.209
35 O 2.49 -3.79 0.39  C34 1.209
36 H -3.51 -3.55 2.12  C1 1.088
37 H -4.02 -4.82 1.00  C1 1.087
38 H -2.68 -5.11 2.11  C1 1.087
39 H -2.69 -3.12 -0.20  C2 1.092
40 H -1.85 -4.67 -0.19  C2 1.092
41 H -0.47 -3.90 1.74  C3 1.092
42 H -1.29 -2.34 1.70  C3 1.091
43 H 0.47 -3.57 -0.47  C4 1.092
44 H -0.45 -2.08 -0.72  C4 1.093
45 H -0.87 -0.42 0.26  N7 1.009
46 H -0.26 0.86 1.18  N7 1.010
47 H 2.57 1.13 3.89  C10 1.095
48 H 1.85 2.71 3.51  C10 1.090
49 H 0.27 0.11 3.65  C11 1.093
50 H -0.40 1.74 3.50  C11 1.092
51 H 1.20 0.73 5.89  C12 1.096
52 H 0.26 2.76 7.01  C13 1.088
53 H -0.43 3.28 5.47  C13 1.088
54 H 1.32 3.18 5.68  C13 1.086
55 H -1.82 1.08 5.55  C14 1.088
56 H -0.97 -0.46 5.66  C14 1.088
57 H -1.00 0.62 7.04  C14 1.087
58 H 2.44 1.04 -0.56  C17 1.086
59 H 3.67 2.31 -0.30  C17 1.091
60 H -2.93 1.52 -4.18  N23 1.010
61 H -4.82 0.44 -4.83  C25 1.081
62 H -6.11 -1.64 -4.97  C26 1.079
63 H -5.28 -3.69 -3.87  C27 1.079
64 H -3.15 -3.64 -2.63  C28 1.080
65 H -1.86 -1.54 -2.48  C29 1.077
66 H 4.25 -2.41 1.39  N33 1.014

Atomic partial charges in e from the Mulliken method, atoms 1 to 4: atom 1 (C): -1.496, atom 2 (C): -0.109, atom 3 (C): -0.138, atom 4 (C): -1.441